# C6H14BrClOSi

A cluster of 2 separate species, C6H14BrClOSi in total at a distorted geometry (ωB97M-V/def2-TZVPD, OMol25).

```
24
Properties=species:S:1:pos:R:3:forces:R:3:lowdin_charge:R:1
C 0.9774 1.6584 -1.9856 0.07 -0.70 1.97 -0.111
C -0.2731 -0.9339 2.6689 1.14 -1.30 0.40 -0.122
C -0.3110 0.7625 -1.8937 1.39 2.93 0.79 -0.318
C 0.0504 -0.5830 -1.3366 -1.78 0.12 -0.94 -0.300
C 0.3923 0.4413 2.6653 -0.18 0.93 3.65 -0.468
C -1.2885 -1.2926 -1.1019 0.59 -0.34 2.43 -0.326
O 0.8013 0.9864 1.5561 0.27 -0.34 -0.41 -0.011
Si -2.5505 -0.6391 0.3649 2.63 -0.38 -1.37 -0.148
Cl -3.2360 1.2749 0.4437 -0.45 0.27 -0.30 0.259
Br -4.0038 -2.2180 0.5673 -1.01 -0.57 0.01 0.350
H 1.1931 1.7607 -0.8065 0.09 0.35 -2.85 0.098
H 1.8842 1.1930 -2.4759 -1.12 0.40 0.42 0.076
H 0.7193 2.6117 -2.4667 0.42 -0.12 0.36 0.058
H 0.5212 -1.7390 2.3789 -1.43 1.21 0.84 0.118
H -0.8087 -1.1505 3.6676 0.86 0.22 -1.77 0.116
H -0.9158 -0.8961 1.7989 -0.99 -0.34 -0.07 -0.075
H -0.9598 0.7779 -2.7563 0.33 -0.71 -0.91 0.101
H -0.9343 1.4381 -1.2556 0.27 -1.08 0.36 0.072
H 0.5467 -1.1111 -2.1425 0.13 -0.36 -0.33 0.110
H 0.7753 -0.6018 -0.5462 -0.09 0.46 0.82 0.090
H 1.2481 0.0907 3.3704 0.01 1.04 -0.85 0.165
H -0.1050 1.2457 3.4073 0.57 -1.53 -1.38 0.154
H -1.0249 -2.2960 -0.7161 -0.69 0.10 -0.15 0.063
H -1.7111 -1.3761 -2.0699 -1.05 -0.26 -0.75 0.051
```
Positions in Å, forces in eV/Å.

lowest unoccupied orbital energy (alpha / beta)	-0.65 / -1.80	eV
energy above the lowest of the compared OMol25 structures with the same formula, charge and spin	515.8	kJ/mol


# C5H8O

A structure of composition C5H8O (ωB97M-V/def2-TZVPD, OMol25).

```
14
Properties=species:S:1:pos:R:3:forces:R:3:lowdin_charge:R:1
C 1.0419 0.2476 -1.4337 -0.03 0.03 -0.03 -0.038
C 0.8556 -0.5081 -0.1402 0.08 -0.07 -0.33 -0.396
O 0.9498 0.3085 1.0569 0.07 0.08 0.04 -0.067
C -0.3135 -0.2167 1.4389 -0.21 -0.08 0.31 -0.362
C -1.4200 0.4240 0.6427 -0.10 0.21 0.08 -0.046
C -0.4829 -1.1502 0.2718 0.17 -0.06 0.07 0.036
H 2.0334 0.7101 -1.4650 -0.12 -0.08 0.01 0.084
H 0.2956 1.0412 -1.5427 0.10 -0.11 0.02 0.075
H 0.9482 -0.4384 -2.2818 0.02 0.08 0.12 0.087
H 1.5888 -1.3248 -0.0618 -0.11 0.09 0.00 0.148
H -0.4592 -0.4235 2.4971 0.02 0.03 -0.17 0.145
H -2.4125 0.2936 1.0688 0.16 -0.02 -0.08 0.114
H -1.1812 1.4120 0.2551 -0.03 -0.16 0.04 0.115
H -1.5005 -0.3499 -0.2874 -0.03 0.07 -0.09 0.105
```
Positions in Å, forces in eV/Å.

lowest unoccupied orbital energy	0.96	eV
energy above the lowest of the compared OMol25 structures with the same formula, charge and spin	475.3	kJ/mol


# C22H32BBe2Br4ClF5IMgN2O11

A structure of composition C22H32BBe2Br4ClF5IMgN2O11 at a distorted geometry (ωB97M-V/def2-TZVPD, OMol25).

```
82
Properties=species:S:1:pos:R:3:forces:R:3:lowdin_charge:R:1
C -6.3114 -1.5398 2.1634 -0.15 2.13 -1.04 -0.107
C -5.1367 -0.4726 1.6687 0.15 3.75 2.99 -0.618
Br -4.0988 -0.9569 0.0338 -1.06 0.01 2.05 0.800
C -4.8686 0.8060 2.4421 -0.69 -3.99 -2.91 -0.452
Br -6.0336 0.9869 4.1096 1.73 -0.08 -2.09 0.784
C -3.7456 1.9258 2.0386 -0.34 1.46 1.27 -0.236
C -4.0762 3.3352 2.8789 1.31 1.49 -1.00 -0.117
C -5.3722 4.1519 2.2839 -7.68 -3.10 3.52 -0.497
O -6.6583 3.9161 2.5734 9.43 1.78 -2.49 -0.052
Br -5.0569 5.7192 1.0160 -0.01 -0.48 0.21 0.767
C -3.6391 2.5057 0.5113 0.33 -0.44 -3.27 -0.189
O -4.5362 2.6911 -0.4594 5.01 -0.08 5.97 -0.176
O -2.1775 2.7864 0.3092 -3.78 -1.25 0.38 -0.130
C -1.2204 2.3740 1.3775 -0.24 -0.21 -0.85 -0.582
Cl -0.4198 4.0423 1.7686 -1.25 -1.29 0.47 0.629
C 0.0610 1.5502 0.7694 0.69 0.65 -1.01 -0.125
C 0.0804 1.6281 -0.9007 -1.31 -7.47 -2.01 -0.636
O -0.0713 0.4647 -1.5513 1.13 8.55 3.99 -0.115
I 0.3383 3.4893 -2.0428 -0.07 -1.11 0.84 0.841
C -2.1663 1.6832 2.5335 0.79 0.54 1.61 -0.196
C -1.7601 0.2106 3.1432 0.69 0.08 0.60 -0.051
H -6.5340 -2.2355 1.2196 0.48 -0.64 1.26 0.048
H -7.3506 -0.9998 2.3897 2.36 -0.96 -0.08 0.116
H -5.9626 -2.2482 3.0328 -0.73 0.54 -1.84 0.142
H -3.1292 4.0291 2.6593 -2.12 -1.36 0.42 0.117
H -4.0830 3.1791 4.0420 -0.67 0.23 -2.37 0.150
H 1.0518 2.1242 1.1057 -2.31 -1.51 -0.50 0.086
H 0.1102 0.4181 1.0600 -0.30 2.24 -0.72 0.136
H -1.9294 2.3864 3.4684 -1.03 -1.40 -2.00 0.147
H -2.6341 -0.2586 3.8066 1.79 1.12 -1.76 0.112
H -0.8792 0.4193 3.9215 -1.87 -0.49 -1.83 0.119
H -1.3504 -0.5503 2.3543 -1.12 1.41 1.46 0.093
Be -6.8617 -1.3376 -0.0154 1.77 2.08 -1.37 0.631
C 4.4406 1.4571 1.4056 -4.31 4.84 -1.76 -0.303
O 3.3715 1.4837 2.0013 2.55 -0.84 -0.80 0.109
N 4.8270 2.3370 0.4170 0.42 -2.75 2.19 -0.138
C 6.1128 2.2391 -0.2421 -0.99 1.76 -0.72 0.010
C 3.9185 3.3940 0.0237 -0.67 0.29 0.11 0.002
H 5.2044 0.6938 1.6271 0.94 -1.50 0.71 0.009
H 6.6665 3.1680 -0.0778 0.56 -0.33 -0.01 0.123
H 5.9510 2.0932 -1.3141 0.44 -0.44 0.20 0.126
H 6.6947 1.4005 0.1502 0.85 -0.84 0.17 0.029
H 3.6984 4.0167 0.8961 0.02 -0.01 -0.15 0.117
H 2.9863 2.9470 -0.3343 0.13 0.14 -0.05 0.051
H 4.3596 4.0083 -0.7656 0.05 -0.25 0.18 0.122
C 6.8820 -2.2022 -2.1641 0.56 0.04 0.46 -0.038
C 5.7113 -1.4454 -1.5569 -0.34 -0.54 -2.42 -0.507
C 4.4130 -2.2228 -1.7036 -0.32 0.03 0.67 -0.040
O 5.5804 -0.1814 -2.2022 -0.08 0.25 0.41 -0.061
H 6.7286 -2.3663 -3.2366 -0.18 0.01 0.19 0.101
H 7.8075 -1.6253 -2.0623 -0.11 -0.09 -0.02 0.094
H 7.0190 -3.1732 -1.6782 -0.02 0.09 -0.12 0.092
H 5.9076 -1.2533 -0.4965 0.21 0.39 1.02 0.077
H 4.1720 -2.3877 -2.7597 0.23 0.02 0.11 0.101
H 3.5773 -1.6607 -1.2732 0.05 -0.12 -0.05 0.082
H 4.4760 -3.1944 -1.2038 -0.04 0.09 -0.12 0.092
H 5.4060 -0.3422 -3.1444 0.14 0.07 0.35 0.117
Br -6.5436 0.6768 -1.6056 -1.24 -1.95 1.52 0.008
B 9.8236 3.3170 -1.6187 1.37 0.51 -0.73 -1.044
F 9.9048 3.5429 -3.0526 -0.36 -0.39 1.96 0.035
F 8.6550 3.9984 -1.0861 0.44 -0.77 -0.17 0.015
F 9.7137 1.8909 -1.3582 -0.37 1.10 0.04 0.009
F 11.0211 3.8358 -0.9778 -1.81 -0.77 -0.70 0.036
Be 6.5998 0.1595 1.4609 0.59 -0.03 -1.04 1.026
N -5.7800 -5.2469 2.6421 0.56 -1.27 -0.07 -0.605
O -5.4976 -4.5593 3.6374 0.01 0.54 0.00 0.008
O -5.3052 -6.3882 2.5207 -0.49 1.10 0.10 0.087
O -6.5371 -4.7929 1.7682 -0.16 0.45 -0.23 -0.001
F -0.2745 -1.7347 -1.7678 -0.22 -0.61 0.18 -0.417
Mg -6.4318 4.6546 -0.9643 0.72 -0.98 0.45 1.072
O -5.5097 -4.1959 -1.6639 1.15 0.37 0.17 0.060
C -4.3968 -4.2757 -2.1571 -0.76 0.19 0.72 -0.472
O -3.2424 -4.3929 -1.4375 -1.62 0.13 0.01 0.022
C -2.1287 -4.3500 -2.3284 1.09 0.02 -0.25 -0.163
C -2.6796 -4.7465 -3.6731 0.42 -0.37 -0.71 -0.155
C -4.0892 -4.2137 -3.6227 0.08 -0.45 -0.37 -0.083
H -1.7212 -3.3336 -2.3294 0.14 0.03 0.11 0.094
H -1.3545 -5.0420 -1.9844 -0.24 0.21 0.19 0.137
H -2.0942 -4.3567 -4.5100 -0.02 -0.06 0.20 0.127
H -2.7031 -5.8399 -3.7566 0.02 0.18 -0.02 0.129
H -4.1433 -3.1735 -3.9555 -0.15 -0.05 0.01 0.135
H -4.7757 -4.8406 -4.1964 -0.15 0.39 0.15 0.137
```
Positions in Å, forces in eV/Å.

total charge	+2
lowest unoccupied orbital energy	-10.44	eV


# C6H10

An isolated molecule of C6H10 (ωB97M-V/def2-TZVPD, OMol25).

```
16
Properties=species:S:1:pos:R:3:forces:R:3:lowdin_charge:R:1
C 1.8967 0.8799 0.2366 0.06 0.09 -0.17 -0.028
C 1.3190 0.9882 -0.9559 0.02 0.03 0.18 -0.203
C 0.5929 -0.1832 -1.5593 0.01 0.04 -0.03 -0.212
C -0.6463 -0.5051 -0.7394 -0.06 -0.04 0.22 -0.118
C -0.9106 -0.0019 0.4657 0.07 -0.12 -0.15 -0.191
C -1.7595 -0.6605 1.5020 -0.22 -0.08 0.03 -0.106
H 2.2294 1.7377 0.8113 0.23 -0.05 -0.21 0.060
H 1.9403 -0.0910 0.7319 0.09 0.20 -0.09 0.075
H 1.1938 1.9609 -1.4280 0.09 -0.10 0.07 0.101
H 1.2275 -1.0826 -1.5070 -0.10 0.18 -0.03 0.115
H 0.3687 -0.0413 -2.6234 -0.05 0.08 0.21 0.103
H -1.2662 -1.3179 -1.1175 0.15 -0.06 0.10 0.103
H -0.3539 0.8618 0.8157 -0.01 -0.23 -0.01 0.084
H -2.3205 0.0502 2.1148 -0.04 -0.07 -0.13 0.068
H -2.4361 -1.4027 1.0734 -0.03 0.06 0.06 0.071
H -1.0752 -1.1924 2.1791 -0.21 0.08 -0.03 0.079
```
Positions in Å, forces in eV/Å.

SMILES	C=CC/C=C/C
lowest unoccupied orbital energy	1.22	eV
energy above the lowest of the compared OMol25 structures with the same formula, charge and spin	128.8	kJ/mol


# C6H10O3

An isolated molecule of C6H10O3 at a distorted geometry (ωB97M-V/def2-TZVPD, OMol25).

```
19
Properties=species:S:1:pos:R:3:forces:R:3:lowdin_charge:R:1
C -0.5578 -0.2237 -2.7200 0.44 -0.04 -1.79 -0.122
O 0.1742 -1.1166 -1.8489 -1.83 0.91 0.66 -0.211
C -0.3743 -1.1750 -0.5170 1.38 -1.10 1.40 -0.194
C 0.5259 -0.3006 0.4816 -1.62 0.73 0.52 -0.221
C 0.5186 -0.6166 2.0469 -1.58 0.75 -0.47 -0.127
O 0.9231 0.6890 2.6028 1.31 1.27 -0.71 -0.076
C 0.8365 1.7734 1.6501 -0.69 0.35 -0.94 -0.354
O 1.4374 2.8532 1.6496 -1.94 -4.06 0.72 0.091
C -0.2109 1.1502 0.5915 2.06 -0.87 0.27 -0.037
H 0.0891 0.6916 -2.9959 -1.10 -1.20 0.70 0.100
H -0.7026 -0.7915 -3.7149 0.10 0.87 1.51 0.099
H -1.5880 0.0788 -2.3447 1.41 -0.35 -0.23 0.093
H -1.4665 -0.8679 -0.4285 1.35 -0.23 -0.36 0.127
H -0.3072 -2.2671 -0.1786 -0.13 1.33 -0.58 0.133
H 1.6148 -0.1803 0.1533 -1.62 -0.31 0.12 0.167
H -0.5555 -0.7322 2.4488 1.40 -0.23 -0.87 0.135
H 1.1139 -1.4949 2.4545 -0.23 1.53 -0.61 0.136
H -1.2094 0.9357 1.1223 1.40 0.69 -1.04 0.136
H -0.2612 1.5945 -0.4526 -0.11 -0.04 1.70 0.124
```
Positions in Å, forces in eV/Å.

SMILES	COC[C@@H]1COC(=O)C1
lowest unoccupied orbital energy	0.79	eV
energy above the lowest of the compared OMol25 structures with the same formula, charge and spin	242.3	kJ/mol


Number 1: calculated total energy -98936.4210 eV. Number 2: calculated total energy -7357.3296 eV. Number 3: calculated total energy -370100.4186 eV. Number 4: calculated total energy -6382.5244 eV. Number 5: calculated total energy -12524.2620 eV.